[1]
This record from the Open Molecules 2025 dataset describes a 20-piece molecular cluster, C54H140O56S16 overall in a non-equilibrium geometry. The level of theory is the ωB97M-V functional and the def2-TZVPD basis.

Computed properties:
Orbital gap in eV: 10.1

```
266
C54H140O56S16 | the Open Molecules 2025 dataset | the ωB97M-V functional and the def2-TZVPD basis
O 3.84 -4.10 -1.56
S 4.38 -4.94 -0.44
O 5.19 -4.26 0.54
O 3.18 -5.79 0.32
C 2.09 -6.30 -0.47
C 1.05 -6.81 0.48
C 5.36 -6.34 -1.10
H 2.52 -7.08 -1.11
H 1.78 -5.65 -1.29
H 1.46 -7.58 1.13
H 0.14 -7.28 0.10
H 0.79 -5.95 1.09
H 5.60 -7.01 -0.28
H 6.38 -6.09 -1.39
H 4.76 -6.73 -1.92
O 2.81 -4.40 4.72
S 1.73 -3.62 5.35
O 1.74 -2.15 5.50
O 0.25 -3.99 4.62
C 0.19 -4.94 3.56
C -0.24 -6.32 4.05
C 1.27 -4.21 7.03
H 1.09 -4.93 2.95
H -0.53 -4.59 2.82
H 0.57 -6.69 4.67
H -0.47 -7.11 3.33
H -1.03 -6.15 4.79
H 1.33 -5.30 7.06
H 0.23 -3.89 7.13
H 1.76 -3.66 7.83
O -8.03 -0.17 -1.03
S -7.17 -0.71 0.04
O -7.53 -0.40 1.44
O -7.13 -2.38 -0.15
C -6.79 -3.22 1.03
C -7.61 -4.54 0.87
C -5.46 -0.19 -0.21
H -7.04 -2.68 1.94
H -5.75 -3.52 1.12
H -7.41 -4.99 -0.10
H -8.64 -4.24 1.04
H -7.35 -5.24 1.67
H -4.62 -0.82 0.08
H -5.28 0.82 0.14
H -5.35 -0.20 -1.29
O -0.97 2.77 3.39
S -1.61 3.87 2.71
O -1.45 5.26 3.27
O -1.14 3.97 1.11
C -1.02 2.92 0.25
C -0.84 3.48 -1.11
C -3.46 3.40 2.39
H -1.88 2.24 0.20
H -0.23 2.25 0.60
H -1.68 4.11 -1.43
H -0.77 2.66 -1.81
H 0.09 4.05 -1.15
H -3.78 3.74 1.40
H -3.97 3.75 3.29
H -3.53 2.32 2.34
O -4.91 -7.18 0.86
S -3.82 -6.28 0.93
O -2.48 -6.82 0.77
O -4.16 -5.08 -0.19
C -3.29 -4.00 -0.38
C -3.65 -3.37 -1.73
C -3.80 -5.23 2.46
H -2.24 -4.31 -0.33
H -3.35 -3.16 0.31
H -3.52 -3.98 -2.63
H -3.12 -2.43 -1.88
H -4.65 -2.97 -1.86
H -4.65 -4.60 2.72
H -2.94 -4.56 2.39
H -3.65 -5.88 3.32
O -2.60 -0.31 10.36
S -3.31 -1.11 9.35
O -4.46 -1.91 9.74
O -3.65 -0.12 8.00
C -2.44 0.65 7.55
C -2.83 1.51 6.35
C -2.21 -2.23 8.55
H -1.75 -0.07 7.10
H -1.89 1.14 8.36
H -3.58 1.25 5.61
H -1.99 1.88 5.76
H -3.18 2.46 6.77
H -1.34 -1.64 8.27
H -2.60 -2.57 7.59
H -1.74 -3.09 9.01
O -0.84 -2.22 -0.11
S -0.89 -0.84 -0.46
O -2.13 -0.10 -0.47
O 0.33 0.01 0.52
C 1.27 -0.80 1.15
C 2.06 0.02 2.13
C 0.05 -0.62 -2.03
H 1.89 -1.30 0.40
H 0.70 -1.61 1.61
H 2.43 0.93 1.66
H 2.79 -0.60 2.65
H 1.40 0.45 2.89
H 0.37 0.42 -2.00
H -0.60 -0.71 -2.91
H 0.92 -1.27 -2.01
O 6.39 7.39 1.28
S 6.17 6.74 2.59
O 4.93 5.97 2.87
O 7.42 5.80 3.03
C 7.85 4.74 2.16
C 6.99 3.53 2.50
C 6.45 8.01 3.99
H 8.92 4.54 2.26
H 7.78 4.96 1.10
H 7.22 3.17 3.50
H 7.25 2.72 1.81
H 5.91 3.61 2.36
H 5.92 8.96 3.91
H 7.47 8.11 4.35
H 5.99 7.53 4.85
O 5.46 0.93 -1.21
S 4.57 0.70 -2.37
O 3.22 1.24 -2.42
O 5.48 1.12 -3.73
C 4.98 0.89 -5.02
C 6.01 0.08 -5.62
C 4.42 -1.14 -2.66
H 4.89 1.87 -5.47
H 4.00 0.43 -4.91
H 5.73 -0.13 -6.65
H 6.36 -0.82 -5.11
H 6.89 0.72 -5.68
H 3.71 -1.30 -3.46
H 4.07 -1.58 -1.72
H 5.38 -1.49 -3.04
O -0.88 0.29 -7.79
S 0.36 0.28 -8.51
O 0.72 -0.72 -9.52
O 0.71 1.75 -9.22
C 0.23 2.94 -8.66
C -1.11 3.30 -9.33
C 1.70 0.43 -7.22
H 0.94 3.70 -8.98
H 0.15 3.05 -7.58
H -1.27 4.36 -9.09
H -1.94 2.90 -8.75
H -1.16 3.10 -10.40
H 1.57 1.39 -6.72
H 2.67 0.41 -7.71
H 1.75 -0.43 -6.56
O -3.79 4.73 -4.49
S -5.01 5.50 -4.40
O -6.19 5.40 -5.31
O -5.68 5.41 -2.90
C -4.80 5.23 -1.86
C -5.04 3.82 -1.35
C -4.48 7.19 -4.21
H -5.09 5.97 -1.11
H -3.75 5.46 -2.04
H -4.23 3.46 -0.72
H -5.27 3.14 -2.18
H -5.94 3.76 -0.74
H -4.05 7.43 -5.19
H -3.79 7.22 -3.36
H -5.29 7.91 -4.09
O -0.26 -4.90 -2.97
S -0.95 -5.94 -3.74
O -1.98 -5.71 -4.70
O 0.22 -6.83 -4.53
C 1.06 -6.27 -5.48
C 0.23 -5.81 -6.69
C -1.47 -7.28 -2.53
H 1.81 -6.97 -5.84
H 1.42 -5.31 -5.11
H 0.16 -6.63 -7.40
H 0.96 -5.24 -7.28
H -0.71 -5.29 -6.54
H -2.38 -7.00 -1.99
H -0.63 -7.38 -1.85
H -1.74 -8.12 -3.17
O -2.92 0.42 -3.81
S -3.91 -0.48 -4.40
O -5.03 -1.04 -3.65
O -4.54 0.30 -5.75
C -3.70 1.06 -6.65
C -4.55 2.14 -7.12
C -3.14 -1.93 -5.30
H -3.40 0.39 -7.45
H -2.85 1.47 -6.09
H -3.97 2.79 -7.78
H -4.87 2.79 -6.30
H -5.45 1.80 -7.64
H -2.57 -2.49 -4.56
H -2.49 -1.62 -6.12
H -4.00 -2.48 -5.67
O -4.66 -1.47 2.88
S -4.73 -1.76 4.28
O -5.10 -3.04 4.88
O -3.31 -1.26 4.99
C -2.13 -1.53 4.28
C -1.69 -0.41 3.24
C -5.88 -0.41 5.02
H -2.13 -2.49 3.77
H -1.42 -1.50 5.10
H -1.05 0.19 3.89
H -2.59 0.19 3.18
H -1.42 -0.73 2.24
H -5.86 -0.36 6.10
H -6.95 -0.35 4.83
H -5.32 0.45 4.66
O 6.19 -0.01 6.69
S 6.12 -0.35 5.25
O 5.29 0.54 4.36
O 7.55 -0.63 4.47
C 8.80 -0.35 5.14
C 9.10 1.19 5.19
C 5.37 -2.03 5.16
H 9.61 -0.92 4.70
H 8.70 -0.83 6.11
H 9.95 1.51 5.78
H 8.33 1.58 5.85
H 9.09 1.66 4.20
H 4.37 -1.93 4.72
H 5.45 -2.57 6.10
H 5.98 -2.56 4.43
O 1.05 6.64 -7.13
S -0.17 6.24 -6.34
O -1.46 5.91 -7.00
O 0.39 5.01 -5.34
C -0.52 4.00 -4.98
C 0.43 3.10 -4.35
C -0.51 7.50 -5.06
H -1.01 3.53 -5.84
H -1.31 4.42 -4.36
H 1.16 2.74 -5.06
H -0.05 2.24 -3.87
H 0.96 3.57 -3.53
H -0.73 8.34 -5.71
H 0.35 7.64 -4.40
H -1.36 7.19 -4.45
O 1.99 -3.01 -3.13
H 1.26 -3.63 -3.02
H 2.71 -3.39 -2.62
O 6.24 0.58 1.24
H 6.10 0.83 0.32
H 5.55 1.03 1.72
C 1.50 6.07 0.12
C 0.68 6.99 1.05
O -0.31 7.42 0.12
C -0.02 7.07 -1.13
O -0.77 7.36 -2.09
O 1.04 6.34 -1.14
H 1.45 5.01 0.37
H 2.55 6.33 0.19
H 1.24 7.85 1.43
H 0.42 6.31 1.85
C 1.11 1.03 6.41
C 2.63 1.08 6.15
O 3.21 0.32 7.20
C 2.21 -0.22 7.94
O 2.36 -1.00 8.89
O 1.00 0.11 7.52
H 0.66 0.69 5.48
H 0.69 2.00 6.67
H 2.96 2.12 6.14
H 2.72 0.49 5.24
```

[2]
This record from the Open Molecules 2025 dataset describes a 2-piece molecular cluster, C4H12 overall in a non-equilibrium geometry. The level of theory is the ωB97M-V functional and the def2-TZVPD basis.

Computed properties:
Orbital gap in eV: 12.4
Structure (SMILES): CC.CC
Relative energy (zero: lowest compared OMol25 entry of this formula, charge and spin) in eV: 0.512

```
16
C4H12 | the Open Molecules 2025 dataset | the ωB97M-V functional and the def2-TZVPD basis
C 0.54 -1.17 -1.25
C -0.24 -1.19 -2.59
H 1.53 -0.72 -1.31
H -0.03 -0.58 -0.51
H 0.66 -2.17 -0.82
H -0.82 -0.28 -2.71
H 0.51 -1.07 -3.39
H -0.89 -2.05 -2.58
C 0.50 1.30 2.28
C -0.86 1.06 1.56
H 1.26 0.90 1.60
H 0.63 2.37 2.28
H 0.63 0.83 3.25
H -1.66 0.99 2.28
H -0.71 0.03 1.17
H -1.04 1.75 0.74
```

Q: Which of these has the highest orbital gap?
A: C4H12